(1)
ORCA calculation (wB97M-V/def2-TZVPD) on a molecular structure, C31H56N3O2P2Sn.

Cartesian coordinates (Å):
C  -2.105  -1.797  -1.520
C  -0.548  -0.576  -2.979
C  -2.738  -2.360  -2.631
C  -1.456  -0.921  -4.073
C  -2.443  -1.878  -3.914
H  -3.491  -3.135  -2.466
H  -1.233  -0.487  -5.054
H  -2.966  -2.274  -4.806
N  -1.064  -0.939  -1.677
P  -2.217  -0.795  1.097
P  1.829  0.324  -1.920
C  -2.564  -2.161  -0.110
H  -3.644  -2.389  -0.101
H  -2.054  -3.075  0.235
C  0.621  0.160  -3.176
H  0.703  0.797  -4.183
C  2.742  2.071  -1.946
C  2.773  -1.049  -2.720
C  -3.669  0.396  0.898
C  -2.143  -1.601  2.795
C  2.403  2.883  -0.692
H  2.762  2.398  0.228
H  2.911  3.863  -0.753
H  1.334  3.079  -0.578
C  4.251  1.822  -1.911
H  4.545  1.230  -1.029
H  4.626  1.325  -2.815
H  4.777  2.791  -1.837
C  2.316  2.858  -3.168
H  2.920  3.780  -3.221
H  2.503  2.326  -4.108
H  1.252  3.121  -3.093
C  3.913  -1.409  -1.766
H  3.560  -1.442  -0.719
H  4.268  -2.414  -2.037
H  4.746  -0.698  -1.849
C  1.825  -2.251  -2.865
H  1.363  -2.513  -1.902
H  1.034  -2.074  -3.605
H  2.409  -3.104  -3.224
C  3.234  -0.569  -4.115
H  2.504  0.063  -4.652
H  4.190  -0.021  -4.083
H  3.374  -1.464  -4.745
C  -2.041  -0.477  3.839
H  -1.860  -0.930  4.826
H  -1.199  0.200  3.626
H  -2.960  0.124  3.919
C  -0.881  -2.476  2.856
H  -0.912  -3.294  2.125
H  0.038  -1.895  2.708
H  -0.832  -2.927  3.858
C  -3.359  -2.510  3.042
H  -3.524  -3.213  2.209
H  -3.156  -3.108  3.945
H  -4.289  -1.955  3.226
C  -4.008  0.527  -0.601
H  -4.459  -0.392  -0.996
H  -4.747  1.333  -0.732
H  -3.117  0.761  -1.201
C  -3.205  1.765  1.429
H  -2.377  2.162  0.828
H  -4.039  2.485  1.354
H  -2.867  1.727  2.476
C  -4.926  -0.066  1.660
H  -5.234  -1.080  1.370
H  -4.799  -0.015  2.748
H  -5.753  0.614  1.403
Sn  0.194  -0.150  0.237
C  1.503  -2.421  0.444
O  1.804  -3.480  0.733
N  -0.897  2.017  -0.712
C  -0.974  2.585  -1.773
C  -1.564  3.348  -2.965
C  -1.007  2.985  -4.381
C  -3.041  2.917  -2.962
C  -1.172  4.772  -2.524
H  0.080  3.097  -4.484
H  -1.255  1.952  -4.689
H  -1.474  3.667  -5.133
H  -3.414  2.960  -1.922
H  -3.671  3.537  -3.624
H  -3.076  1.848  -3.288
H  -0.837  5.399  -3.363
H  -2.026  5.152  -1.937
H  -0.300  4.686  -1.827
C  2.727  0.125  2.729
C  1.804  1.290  2.766
N  1.986  2.232  3.688
O  0.801  1.456  1.956
H  3.611  0.342  3.348
H  3.064  -0.079  1.705
H  2.237  -0.770  3.141
H  1.369  3.008  3.789
H  2.780  2.124  4.370

Values from the calculation:
net charge	+1
HOMO-LUMO gap	0.2366	Eh
HOMO	-8.534	eV
energy relative to the best compared isomer or geometry (same formula, charge and spin)	212.28	kJ/mol

Here are the Mulliken charges for atoms 1 to 4, given in e: 0.00, -1.19, -0.94, -1.01

=====

(2)
ORCA calculation (wB97M-V/def2-TZVPD) on a molecular structure, C6H15P.

Cartesian coordinates (Å):
C  -2.198  -0.995  -0.433
C  0.106  1.453  -1.544
C  2.531  0.806  -0.938
C  -1.451  -1.632  2.116
C  0.539  -0.707  0.343
C  1.126  1.088  -0.392
P  -1.166  -0.338  0.788
H  -1.949  -0.466  -1.356
H  -3.170  -0.618  -0.238
H  0.527  2.128  -2.223
H  -0.844  1.905  -1.079
H  0.014  0.508  -2.011
H  2.939  0.162  -0.189
H  2.459  0.562  -1.991
H  3.175  1.656  -0.874
H  -1.924  -1.257  2.995
H  -2.225  -2.415  1.845
H  -0.475  -2.069  2.293
H  1.313  -0.812  1.168
H  0.696  -1.278  -0.561
H  1.074  1.543  0.560
H  -1.097  0.773  1.722

Values from the calculation:
HOMO-LUMO gap	0.3211	Eh
HOMO	-7.698	eV
energy relative to the best compared isomer or geometry (same formula, charge and spin)	357.40	kJ/mol

Here are the Mulliken charges for atoms 1 to 4, given in e: -1.23, -1.31, -1.28, -1.13

=====

(3)
ORCA calculation (wB97M-V/def2-TZVPD) on C4H5N3 in the gas phase.

Cartesian coordinates (Å):
C  1.533  -0.445  -0.033
N  0.441  0.185  -0.797
C  -0.684  0.355  0.102
C  -1.628  1.476  0.032
N  -2.213  2.446  0.269
C  -1.359  -0.936  0.449
N  -1.841  -1.991  0.498
H  1.772  0.165  0.854
H  2.424  -0.476  -0.658
H  1.295  -1.456  0.336
H  0.254  -0.252  -1.680
H  0.069  0.960  0.627

Values from the calculation:
HOMO-LUMO gap	0.4076	Eh
HOMO	-10.636	eV
energy relative to the best compared isomer or geometry (same formula, charge and spin)	322.06	kJ/mol

Here are the Mulliken charges for atoms 1 to 4, given in e: -0.86, -0.40, 0.61, -0.15

=====

(4)
ORCA calculation (wB97M-V/def2-TZVPD) on C18H16N2O6 in the gas phase.

Cartesian coordinates (Å):
O  1.291  -1.059  1.326
C  0.664  -2.074  1.537
O  -0.221  -2.206  2.499
C  0.740  -3.270  0.612
C  -0.194  -3.012  -0.579
N  -0.095  -1.625  -1.015
C  -1.075  -1.012  -1.704
O  -1.981  -1.641  -2.242
C  -0.976  0.474  -1.777
C  -0.980  1.075  -3.029
C  -0.904  2.450  -3.148
C  -0.864  3.234  -2.007
C  -0.899  2.651  -0.753
C  -0.935  1.266  -0.621
N  -1.021  0.655  0.637
C  -0.476  1.009  1.834
O  -0.779  0.383  2.840
C  0.495  2.128  1.866
C  0.371  3.099  2.854
C  1.294  4.126  2.933
C  2.356  4.173  2.046
C  2.500  3.186  1.083
C  1.573  2.166  0.987
C  0.126  -3.987  -1.749
O  1.045  -4.752  -1.709
O  -0.708  -3.897  -2.764
H  -0.392  -1.338  2.948
H  1.759  -3.389  0.241
H  0.431  -4.178  1.126
H  -1.240  -3.197  -0.289
H  0.667  -1.086  -0.620
H  -1.038  0.447  -3.905
H  -0.892  2.908  -4.125
H  -0.829  4.309  -2.089
H  -0.914  3.271  0.129
H  -1.581  -0.190  0.676
H  -0.455  3.042  3.548
H  1.188  4.885  3.694
H  3.080  4.971  2.112
H  3.341  3.211  0.406
H  1.700  1.383  0.256
H  -1.374  -3.161  -2.654

Values from the calculation:
HOMO-LUMO gap	0.3468	Eh
HOMO	-9.301	eV
energy relative to the best compared isomer or geometry (same formula, charge and spin)	12.37	kJ/mol

Here are the Mulliken charges for atoms 1 to 4, given in e: -0.59, 0.46, -0.56, -0.70

=====

(5)
ORCA calculation (wB97M-V/def2-TZVPD) on a molecular structure, C21H22N6O9RuS3.

Cartesian coordinates (Å):
Ru  0.339  0.088  0.609
O  -1.840  2.681  2.825
C  -1.420  1.775  2.149
O  -0.367  1.802  1.367
C  -2.124  0.449  2.085
C  -3.209  0.074  2.841
C  -3.731  -1.202  2.647
C  -3.215  -2.009  1.640
C  -2.136  -1.546  0.917
N  -1.580  -0.378  1.196
C  -1.498  -2.206  -0.278
O  -1.876  -3.322  -0.601
O  -0.651  -1.431  -0.856
H  -3.610  0.768  3.567
H  -4.548  -1.556  3.264
H  -3.614  -2.987  1.407
C  1.219  -5.541  -2.884
C  1.321  -4.187  -3.536
C  0.163  -3.459  -3.810
C  0.230  -2.217  -4.411
C  1.474  -1.707  -4.764
C  2.642  -2.411  -4.510
C  2.555  -3.650  -3.892
S  1.559  -0.122  -5.529
O  2.877  0.040  -6.073
O  0.400  0.048  -6.349
N  1.450  0.973  -4.299
C  2.671  1.135  -3.499
C  2.439  2.069  -2.315
C  1.559  1.425  -1.275
O  2.104  0.962  -0.218
O  0.330  1.280  -1.450
H  0.401  -5.552  -2.163
H  2.146  -5.809  -2.377
H  1.013  -6.307  -3.636
H  -0.797  -3.873  -3.525
H  -0.665  -1.644  -4.622
H  3.592  -1.991  -4.815
H  3.459  -4.213  -3.683
H  0.609  0.862  -3.737
H  3.430  1.556  -4.150
H  3.044  0.168  -3.133
H  1.956  2.981  -2.667
H  3.398  2.303  -1.861
C  3.354  -0.237  5.281
O  2.181  -0.884  4.748
C  1.643  -0.501  3.607
S  0.258  -1.295  3.116
S  2.212  0.717  2.619
H  4.198  -0.913  5.168
H  3.161  -0.064  6.336
H  3.550  0.704  4.777
N  5.977  -2.171  -0.608
C  4.841  -1.570  -0.226
N  4.887  -0.309  0.206
N  3.738  -2.286  -0.295
C  2.575  -1.858  0.066
N  1.474  -1.634  0.375
H  6.854  -1.686  -0.627
H  5.921  -3.106  -0.969
H  5.738  0.222  0.217
H  4.028  0.170  0.436

Values from the calculation:
HOMO-LUMO gap (alpha / beta)	0.2323 / 0.2319	Eh
HOMO (alpha / beta)	-8.580 / -8.580	eV
energy relative to the best compared isomer or geometry (same formula, charge and spin)	0.00	kJ/mol

Here are the Mulliken charges for atoms 1 to 4, given in e: -0.04, -0.67, 0.10, -0.40

=====

(6)
ORCA calculation (wB97M-V/def2-TZVPD) on 2 unconnected molecules or ions with the total composition C3H10S.

Cartesian coordinates (Å):
C  1.294  0.775  -0.618
C  0.282  1.858  -0.288
H  1.089  0.179  -1.516
H  1.423  0.051  0.187
H  2.302  1.135  -0.788
H  -0.706  1.601  -0.666
H  0.234  2.030  0.781
H  0.521  2.790  -0.789
C  -1.083  -1.723  1.122
S  -1.424  -2.460  -0.502
H  -0.323  -0.950  1.043
H  -1.974  -1.271  1.533
H  -0.743  -2.512  1.786
H  -0.892  -1.504  -1.282

Values from the calculation:
HOMO-LUMO gap	0.3676	Eh
HOMO	-9.032	eV
energy relative to the best compared isomer or geometry (same formula, charge and spin)	27.57	kJ/mol

Here are the Mulliken charges for atoms 1 to 4, given in e: -0.82, -0.79, 0.23, 0.22

=====

(7)
ORCA calculation (wB97M-V/def2-TZVPD) on a molecular structure, C31H44MnN5O4SSi2.

Cartesian coordinates (Å):
Mn  1.341  -1.837  -0.273
O  1.331  0.959  2.352
C  0.355  0.102  2.553
O  0.350  -0.992  1.954
C  -0.762  0.497  3.431
C  -1.656  -0.433  3.988
C  -2.746  0.006  4.686
C  -3.106  1.345  4.498
C  -4.356  1.926  4.969
C  -4.644  3.250  4.662
C  -3.774  4.024  3.953
C  -2.538  3.539  3.540
C  -2.201  2.214  3.741
N  -0.982  1.777  3.357
H  -1.470  -1.507  3.758
H  -3.368  -0.663  5.370
H  -5.054  1.318  5.516
H  -5.641  3.586  4.687
H  -4.020  5.041  3.632
H  -1.846  4.230  3.104
C  -1.265  0.161  -4.433
Si  -0.472  -1.509  -3.963
C  1.377  -1.287  -4.044
C  -1.311  -2.778  -5.122
C  -1.021  -2.296  -2.322
C  -0.348  -3.598  -2.023
C  -0.931  -4.834  -2.416
C  -0.457  -6.022  -1.872
C  0.592  -6.031  -0.918
C  1.245  -4.799  -0.698
N  0.729  -3.625  -1.191
Si  -2.799  -2.339  -1.633
C  -2.896  -2.586  0.167
C  -3.704  -0.722  -1.739
C  -3.946  -3.391  -2.651
H  -2.307  0.214  -4.039
H  -1.270  0.366  -5.543
H  -0.615  0.920  -3.994
H  1.833  -1.241  -5.072
H  1.826  -2.167  -3.556
H  1.718  -0.414  -3.487
H  -1.038  -2.393  -6.120
H  -2.469  -2.641  -5.043
H  -1.018  -3.810  -5.009
H  -1.636  -4.882  -3.265
H  -1.004  -6.894  -2.190
H  1.034  -6.913  -0.508
H  2.212  -4.718  -0.131
H  -2.523  -1.731  0.758
H  -2.463  -3.461  0.592
H  -3.989  -2.625  0.299
H  -3.974  -0.394  -2.775
H  -3.186  0.124  -1.275
H  -4.680  -0.774  -1.227
H  -3.568  -4.332  -3.050
H  -4.277  -2.812  -3.626
H  -4.917  -3.618  -2.157
O  3.139  0.874  -1.446
C  3.720  -0.060  -0.923
C  5.233  -0.340  -0.928
C  5.476  -1.695  -0.208
C  4.076  -2.053  0.240
O  3.718  -3.076  0.874
N  3.147  -1.066  -0.205
H  5.658  0.470  -0.363
H  5.677  -0.283  -1.893
H  6.148  -1.597  0.662
H  5.944  -2.421  -0.826
C  2.134  4.714  -1.470
C  3.212  3.887  -0.804
N  2.840  3.322  0.503
C  2.792  3.989  1.629
S  -0.452  -0.723  -1.613
N  2.336  3.863  2.802
C  2.656  4.689  3.921
C  1.553  5.623  4.271
H  2.445  4.803  -2.538
H  2.120  5.740  -1.129
H  1.136  4.216  -1.405
H  4.144  4.497  -0.748
H  3.379  3.021  -1.442
H  2.556  2.335  0.418
H  1.262  1.882  2.589
H  3.689  5.166  3.836
H  2.706  3.984  4.755
H  1.150  6.082  3.351
H  1.912  6.463  4.962
H  0.798  5.171  4.921

Values from the calculation:
spin multiplicity	5
HOMO-LUMO gap (alpha / beta)	0.2401 / 0.2499	Eh
HOMO (alpha / beta)	-7.054 / -7.321	eV

Here are the Mulliken charges for atoms 1 to 4, given in e: 0.97, -0.29, 0.41, -0.67

=====

(8)
ORCA calculation (wB97M-V/def2-TZVPD) on a molecular structure, C2H3ClSi.

Cartesian coordinates (Å):
C  -1.897  0.655  0.060
C  -3.705  -0.018  0.002
Si  -0.250  0.007  0.498
Cl  -4.573  0.242  1.346
H  0.675  0.263  -0.605
H  0.052  -1.285  1.113
H  -0.199  1.105  1.495

Values from the calculation:
HOMO-LUMO gap (alpha / beta)	0.2747 / 0.2723	Eh
HOMO (alpha / beta)	-8.548 / -8.695	eV
energy relative to the best compared isomer or geometry (same formula, charge and spin)	797.26	kJ/mol

Here are the Mulliken charges for atoms 1 to 4, given in e: -0.18, 0.01, 0.40, 0.02

=====

Number 1: maximum force 5.56 eV/A. Number 2: maximum force 4.93 eV/A. Number 3: maximum force 3.17 eV/A. Number 4: maximum force 0.89 eV/A. Number 5: maximum force 2.68 eV/A. Number 6: maximum force 1.01 eV/A. Number 7: maximum force 3.40 eV/A. Number 8: maximum force 6.31 eV/A.